No. 1
The following is a DFT calculation (wB97M-V/def2-TZVPD) of the ion C2H6NO with charge +1.

Results
Energy relative to the best compared isomer or geometry (same formula, charge and spin) ... 101.2 kJ/mol
LUMO energy ... -3.7 eV
Total charge ... +1
HOMO ... -17.27 eV
Orbital gap ... 13.61 eV
Electronic energy ... -5700.4366 eV
SMILES string ... O[C@H]1C[NH2+]1

The geometry in XYZ format:
```
10
Properties=species:S:1:pos:R:3:forces:R:3:lowdin_charge:R:1
O -1.6285 0.1604 0.2673 0.74 0.00 -0.06 0.092
C -0.5069 0.1139 -0.4985 0.34 0.88 2.15 -0.234
C 0.6811 0.7530 0.1339 -0.70 1.36 -1.53 0.006
N 0.6029 -0.7008 0.1905 1.61 -0.20 -1.72 0.167
H -2.1472 -0.6324 0.1316 -0.65 -0.27 -0.19 0.133
H -0.6112 0.0978 -1.5389 0.14 -0.66 -1.46 0.158
H 1.4321 1.0852 -0.6208 -0.54 0.13 1.25 0.162
H 0.4182 1.2736 1.0641 0.77 -0.09 -0.45 0.159
H 1.4221 -1.1977 -0.2221 -1.21 0.15 0.25 0.209
H 0.3375 -0.9530 1.0928 -0.52 -1.29 1.77 0.147
```
Positions in Å, forces in eV/Å.

***

No. 2
The following is a DFT calculation (wB97M-V/def2-TZVPD) of the ion C2H6NO with charge +1.

Results
Energy relative to the best compared isomer or geometry (same formula, charge and spin) ... 25.2 kJ/mol
LUMO energy ... -4.0 eV
Total charge ... +1
HOMO ... -15.63 eV
Orbital gap ... 11.63 eV
Electronic energy ... -5701.2238 eV
SMILES string ... [NH3+]CC=O

The geometry in XYZ format:
```
10
Properties=species:S:1:pos:R:3:forces:R:3:lowdin_charge:R:1
N -0.6410 -0.9051 0.1207 -0.20 0.38 0.33 0.189
C 0.6710 -0.1671 0.1896 -1.51 1.54 -0.52 -0.051
C 0.3113 1.2613 -0.2854 0.47 0.33 0.11 -0.193
O -0.8266 1.5865 -0.4341 -0.70 -0.24 -0.13 0.098
H -0.4740 -1.8847 -0.0782 -0.32 -0.23 -0.39 0.174
H -1.2447 -0.8556 0.9499 0.60 0.04 0.29 0.186
H -1.2299 -0.3823 -0.5563 0.19 -0.46 -0.30 0.162
H 1.3105 -0.5370 -0.5991 0.60 -0.62 0.46 0.141
H 1.0089 -0.0895 1.2167 0.59 -0.49 -0.10 0.146
H 1.1145 1.9734 -0.5238 0.28 -0.26 0.25 0.149
```
Positions in Å, forces in eV/Å.

***

No. 3
The following is a DFT calculation (wB97M-V/def2-TZVPD) of a cluster of 2 separate species, C2H6NO2 in total.

Results
Energy relative to the best compared isomer or geometry (same formula, charge and spin) ... 523.4 kJ/mol
LUMO energy ... 4.3 eV
Total charge ... -1
HOMO ... -2.20 eV
Orbital gap ... 6.49 eV
Electronic energy ... -7752.8425 eV

The geometry in XYZ format:
```
11
Properties=species:S:1:pos:R:3:forces:R:3:lowdin_charge:R:1
C -0.4127 0.0234 -1.1835 1.38 -1.51 0.78 -0.135
C 1.1311 -0.2049 0.6649 0.03 -2.06 -4.05 -0.505
N 0.2199 0.5614 -0.0360 0.58 2.06 1.69 -0.312
O -0.5696 1.4512 0.6742 -0.79 -0.68 0.80 -0.146
O 1.9167 -0.0368 1.5521 -0.28 0.76 1.14 -0.030
H 0.4048 -0.6170 -1.5123 -0.50 -0.28 -1.02 0.057
H -1.2150 -0.6062 -0.8518 -1.01 -0.24 -0.16 0.026
H -0.6230 0.7431 -1.9289 -0.43 0.86 -0.54 0.068
H -1.0160 -1.0769 1.5439 -0.12 0.39 -0.08 -0.135
H 1.2845 -1.0293 -0.1732 0.46 0.40 1.92 0.115
H -1.1206 0.7919 1.2505 0.67 0.31 -0.49 -0.003
```
Positions in Å, forces in eV/Å.

***

No. 4
The following is a DFT calculation (wB97M-V/def2-TZVPD) of an isolated molecule of C2H6NO2P.

Results
Energy relative to the best compared isomer or geometry (same formula, charge and spin) ... 106.6 kJ/mol
LUMO energy ... 0.4 eV
Total charge ... 0
HOMO ... -9.27 eV
Orbital gap ... 9.72 eV
Electronic energy ... -17044.6619 eV
SMILES string ... CC(=O)N=[PH2]O

The geometry in XYZ format:
```
12
Properties=species:S:1:pos:R:3:forces:R:3:lowdin_charge:R:1
C 1.3999 -1.0054 0.6685 -1.42 3.00 0.20 -0.016
C 0.2826 -0.1108 1.3902 2.19 -1.40 -0.40 -0.591
O 0.2816 -0.0925 2.6052 -0.74 0.34 -0.85 0.032
N -0.4572 0.6735 0.5441 -0.94 0.19 -1.49 -0.146
P -0.7587 0.7921 -1.0055 1.98 2.19 2.02 0.673
O -2.2101 0.5475 -1.5062 -2.80 -0.45 0.74 -0.256
H 2.3269 -0.4544 0.7501 0.20 0.42 -0.29 0.076
H 1.1331 -1.1818 -0.3453 0.02 -0.14 -0.96 0.023
H 1.5982 -1.8910 1.1369 0.02 -2.38 1.48 0.032
H -0.1695 -0.0002 -1.9842 0.59 -0.15 -0.03 0.012
H -0.4737 2.2114 -1.4109 -0.32 -1.82 0.41 0.044
H -2.9530 0.5115 -0.8429 1.23 0.21 -0.82 0.118
```
Positions in Å, forces in eV/Å.

***

No. 5
The following is a DFT calculation (wB97M-V/def2-TZVPD) of an isolated molecule of C2H6NO2P.

Results
Energy relative to the best compared isomer or geometry (same formula, charge and spin) ... 50.5 kJ/mol
LUMO energy ... 0.1 eV
Total charge ... 0
HOMO ... -9.66 eV
Orbital gap ... 9.77 eV
Electronic energy ... -17045.2437 eV
SMILES string ... CC(=O)[P@H](N)=O

The geometry in XYZ format:
```
12
Properties=species:S:1:pos:R:3:forces:R:3:lowdin_charge:R:1
C 1.5440 -0.4721 -0.9588 1.23 2.98 -0.33 -0.067
C 0.4719 -0.7430 -0.0241 -2.51 0.80 -0.45 -0.525
O 0.0689 -1.8304 0.2847 0.28 -0.49 0.61 0.064
P -0.6225 0.7785 0.2300 0.16 1.24 2.13 0.652
N -1.8301 0.3091 1.4138 2.47 0.35 -1.60 -0.104
O -1.0383 1.4804 -1.0160 0.01 -0.76 0.67 -0.392
H 1.1949 -0.4779 -1.9767 -0.45 0.07 -0.37 0.102
H 2.2678 -1.1714 -0.8628 2.18 -2.72 0.13 0.046
H 2.1398 0.4824 -0.8141 -1.27 -0.65 0.01 0.116
H 0.3427 1.6267 1.0072 -1.14 -0.82 -0.69 0.048
H -2.7129 0.7160 1.1822 -0.63 -0.06 -0.05 0.030
H -1.8263 -0.6985 1.5346 -0.33 0.05 -0.06 0.030
```
Positions in Å, forces in eV/Å.

***

No. 6
The following is a DFT calculation (wB97M-V/def2-TZVPD) of a structure of composition C2H6NO2P.

Results
Energy relative to the best compared isomer or geometry (same formula, charge and spin) ... 407.1 kJ/mol
LUMO energy (alpha / beta) ... 0.6 / 0.6 eV
Total charge ... 0
HOMO (alpha / beta) ... -8.68 / -8.68 eV
Orbital gap (alpha / beta) ... 9.24 / 9.24 eV
Electronic energy ... -17041.5481 eV

The geometry in XYZ format:
```
12
Properties=species:S:1:pos:R:3:forces:R:3:lowdin_charge:R:1
C 1.8636 0.0522 -0.2251 1.74 -1.20 0.28 -0.047
C 0.4524 0.2907 -0.1672 1.14 -3.28 1.45 -0.152
N -0.4210 -0.4742 0.4341 1.32 0.34 -0.48 -0.416
O -0.2638 -1.4477 1.2353 0.48 -0.83 0.30 -0.143
O -1.5495 1.2925 -0.5321 -3.39 4.09 -1.25 -0.384
P -1.9868 0.0911 0.1250 0.42 -1.26 0.42 0.755
H 2.1205 0.3332 -1.2299 0.64 0.08 -0.47 0.081
H 2.2896 -0.9336 0.0004 -0.70 -0.02 -0.05 0.094
H 2.3894 0.7043 0.4354 0.49 0.83 0.52 0.083
H 0.1875 1.0570 -0.7890 -1.02 1.37 -0.93 0.079
H -2.6520 -0.7846 -0.6957 -0.38 -0.66 -0.18 0.021
H -2.4299 -0.1809 1.4088 -0.73 0.53 0.38 0.029
```
Positions in Å, forces in eV/Å.

***

No. 7
The following is a DFT calculation (wB97M-V/def2-TZVPD) of a structure of composition C2H6NO2P.

Results
Energy relative to the best compared isomer or geometry (same formula, charge and spin) ... 246.1 kJ/mol
LUMO energy ... 0.6 eV
Total charge ... 0
HOMO ... -9.03 eV
Orbital gap ... 9.62 eV
Electronic energy ... -17043.2168 eV

The geometry in XYZ format:
```
12
Properties=species:S:1:pos:R:3:forces:R:3:lowdin_charge:R:1
C 0.4536 1.0865 -0.1789 0.92 3.46 1.50 -0.250
C 0.3107 -0.3583 0.1705 -1.77 0.41 -4.96 -0.677
N 1.2160 -0.8180 1.0432 4.02 -4.08 2.76 -0.018
O -2.1237 -0.5080 -1.2781 1.07 0.48 3.60 -0.371
O -0.8847 1.5061 0.2453 -0.39 -1.05 0.05 -0.370
P -1.4300 -0.0632 0.6062 -1.56 1.40 -3.18 1.091
H 1.2138 1.6134 0.5195 -1.11 -0.95 -0.67 0.132
H 0.7409 1.5582 -1.1551 -0.68 -1.27 0.30 0.129
H 0.1478 -0.9043 -0.7873 0.62 -0.21 0.25 0.109
H -3.0592 -0.7282 -1.1268 0.39 0.12 -0.02 -0.025
H 1.1886 -1.8960 0.9957 0.59 2.33 0.49 0.128
H 2.2261 -0.4882 0.9459 -2.11 -0.63 -0.12 0.123
```
Positions in Å, forces in eV/Å.

***

No. 8
The following is a DFT calculation (wB97M-V/def2-TZVPD) of a cluster of 2 separate species, C2H6NO2P in total.

Results
2S+1 ... 3
Energy relative to the best compared isomer or geometry (same formula, charge and spin) ... 2.0 kJ/mol
LUMO energy (alpha / beta) ... -0.4 / -1.0 eV
Total charge ... 0
HOMO (alpha / beta) ... -8.09 / -10.25 eV
Expectation value of S² ... 2.007
Orbital gap (alpha / beta) ... 7.72 / 9.23 eV
Electronic energy ... -17041.6857 eV

The geometry in XYZ format:
```
12
Properties=species:S:1:pos:R:3:forces:R:3:lowdin_charge:R:1
C 0.5265 -1.2427 1.0442 3.21 1.64 -2.21 -0.226
C -1.6294 0.5391 0.0261 0.40 -4.18 -2.01 -0.194
N 2.1683 2.2751 -0.9545 0.69 -0.05 -3.08 0.035
O 2.4394 2.2720 -2.0961 -0.71 0.03 3.07 -0.057
O -0.0711 -1.3173 -1.6766 -0.42 0.09 -0.12 -0.429
P -0.0443 -0.3808 -0.5205 0.11 0.34 1.14 0.725
H 0.4358 -0.5396 1.8337 -0.73 0.06 1.13 0.011
H 0.1036 -2.1949 1.0302 -1.05 -1.44 0.71 0.010
H 1.6738 -1.3835 0.9698 -1.78 0.11 -0.19 0.072
H -1.6728 1.4526 -0.4326 -0.39 2.14 -1.50 -0.013
H -2.4682 -0.1765 -0.2532 0.78 1.18 0.64 0.077
H -1.4615 0.6964 1.0296 -0.12 0.08 2.42 -0.011
```
Positions in Å, forces in eV/Å.

***

No. 9
The following is a DFT calculation (wB97M-V/def2-TZVPD) of a cluster of 2 separate species, C2H6NO3 in total.

Results
Energy relative to the best compared isomer or geometry (same formula, charge and spin) ... 121.6 kJ/mol
LUMO energy ... 4.3 eV
Total charge ... -1
HOMO ... -3.71 eV
Orbital gap ... 7.97 eV
Electronic energy ... -9804.9405 eV

The geometry in XYZ format:
```
12
Properties=species:S:1:pos:R:3:forces:R:3:lowdin_charge:R:1
O 1.1201 1.2251 -0.3071 0.03 -1.95 0.08 -0.139
C 0.9102 0.1004 0.2664 -1.69 2.24 1.95 -0.695
O 1.6399 -0.8467 0.5816 0.14 -0.05 -0.89 -0.086
C -0.6103 0.0881 1.0117 3.14 0.35 1.56 -0.213
N -1.0770 1.4161 1.4498 0.99 -1.10 3.91 -0.051
H -0.6128 -0.6744 1.8407 -0.04 0.81 -0.81 0.097
H -1.3149 -0.1102 0.3128 -2.13 -1.56 -2.37 0.028
H -0.3986 1.7861 2.1801 -1.07 -0.64 -1.12 0.080
H -0.8871 1.9759 0.6955 0.57 1.88 -2.40 -0.009
H 0.9714 -1.2552 -3.0549 -0.06 -0.04 0.27 0.039
H -0.1105 -1.7203 -2.1071 -0.45 0.44 1.18 0.003
O 0.3698 -1.9849 -2.8696 0.56 -0.37 -1.36 -0.056
```
Positions in Å, forces in eV/Å.

***

No. 10
The following is a DFT calculation (wB97M-V/def2-TZVPD) of a cluster of 2 separate species, C2H6NO3 in total.

Results
Energy relative to the best compared isomer or geometry (same formula, charge and spin) ... 28.3 kJ/mol
LUMO energy ... 4.1 eV
Total charge ... -1
HOMO ... -4.49 eV
Orbital gap ... 8.54 eV
Electronic energy ... -9805.9075 eV

The geometry in XYZ format:
```
12
Properties=species:S:1:pos:R:3:forces:R:3:lowdin_charge:R:1
C -1.4133 -1.1231 0.4070 0.26 0.87 -0.33 -0.143
N -0.0069 -0.7976 0.1597 -0.21 0.07 -0.61 -0.044
C 0.5625 0.1453 1.1006 -0.18 0.44 0.44 -0.771
O 0.9761 1.2284 0.5900 0.28 -0.44 0.10 -0.087
O 0.5571 -0.1709 2.2959 -0.15 -0.16 0.01 -0.049
H -1.4960 -1.3226 1.4684 -0.33 -0.40 0.04 0.065
H -2.0518 -0.2579 0.1422 0.00 -0.06 0.39 0.072
H -1.7678 -1.9094 -0.2637 0.21 -0.42 0.40 0.056
H 0.0217 -0.3053 -0.7215 0.17 -0.08 -0.22 0.076
H 1.5025 1.4805 -0.9033 -0.29 0.20 -0.12 -0.029
H 1.4245 1.1861 -2.4567 -0.05 -0.21 0.03 -0.011
O 1.6913 1.8464 -1.8187 0.30 0.19 -0.15 -0.135
```
Positions in Å, forces in eV/Å.